ORCA calculation (ωB97M-V/def2-TZVPD) on a structure of composition C43H46N3O3PSiSnTe at a distorted geometry.

Element x y z (Å)
Sn (-0.10812, -1.94726, -0.18272)
C (-2.14071, 4.73641, -0.82237)
C (-1.81056, 3.31799, -1.02484)
C (-0.96338, 2.89945, -2.06406)
C (-0.69898, 1.55043, -2.25673)
C (0.20630, 1.20760, -3.35995)
O (1.24877, 1.76756, -3.51718)
C (-0.30617, 0.27294, -4.40175)
C (0.59033, 0.07804, -5.44064)
C (0.18395, -0.59878, -6.58450)
C (-1.09081, -1.19603, -6.65447)
C (-1.99044, -1.01019, -5.61840)
C (-1.63478, -0.20619, -4.52170)
C (-1.24657, 0.58582, -1.41878)
O (-0.98623, -0.69342, -1.64874)
C (-1.95655, 1.04410, -0.27605)
C (-2.25885, 2.37531, -0.09951)
C (-2.56908, 0.07933, 0.64846)
N (-1.95837, -0.96137, 1.04941)
C (-2.59717, -1.99349, 1.83113)
C (-1.65721, -2.48088, 2.95007)
Te (-2.10980, -1.84118, 4.91332)
C (-1.62062, 0.23490, 4.63857)
C (-2.24384, 1.14183, 5.46509)
C (-2.04899, 2.50368, 5.33624)
C (-1.19758, 2.97114, 4.36608)
C (-0.51637, 2.05380, 3.58127)
C (-0.72787, 0.68201, 3.72090)
C (-3.98998, 0.35780, 1.06292)
C (-4.27779, 0.75674, 2.36794)
C (-5.56997, 1.01095, 2.64522)
C (-6.59741, 0.94173, 1.69926)
C (-6.31367, 0.66217, 0.40657)
C (-5.00655, 0.27663, 0.06737)
H (-2.47787, 5.21286, -1.73341)
H (-1.28953, 5.31001, -0.34374)
H (-3.07134, 4.88248, -0.23836)
H (-0.39284, 3.59992, -2.67055)
H (1.53271, 0.49781, -5.47320)
H (0.83571, -0.80482, -7.42821)
H (-1.45696, -1.66181, -7.58302)
H (-3.05741, -1.26430, -5.71419)
H (-2.36530, -0.05221, -3.73426)
H (-2.87234, 2.63576, 0.72161)
H (-2.91682, -2.75536, 1.06868)
H (-3.53731, -1.73308, 2.32660)
H (-0.56801, -2.24714, 2.88759)
H (-1.65921, -3.60237, 3.07961)
H (-2.93517, 0.82295, 6.25672)
H (-2.50799, 3.16887, 6.01170)
H (-1.06961, 4.02269, 4.20904)
H (0.24413, 2.44723, 2.90372)
H (-0.14387, 0.00751, 3.13408)
H (-3.41891, 0.83850, 3.03704)
H (-5.92115, 1.17211, 3.69790)
H (-7.59155, 1.05328, 2.07724)
H (-7.05478, 0.55833, -0.40005)
H (-4.76863, -0.22813, -0.94900)
C (3.16295, -1.76733, 2.80211)
P (3.22659, -3.39088, 2.00551)
C (4.86455, -3.95456, 2.42310)
C (1.94197, -4.33402, 2.94945)
O (2.97691, -3.32236, 0.49506)
H (3.66497, -1.77075, 3.77545)
H (2.17557, -1.34018, 2.88966)
H (3.51598, -1.06111, 2.09249)
H (4.85661, -4.01891, 3.51533)
H (5.55013, -3.17779, 2.14256)
H (5.13740, -4.96863, 1.92724)
H (2.12097, -4.31003, 3.98533)
H (1.83269, -5.32943, 2.57702)
H (0.89967, -4.00704, 2.81243)
C (4.49582, 1.34454, -0.33386)
Si (3.00083, 2.04745, 0.58109)
C (2.16359, 3.44871, -0.35537)
C (3.71264, 2.78459, 2.18169)
C (1.82893, 0.62430, 0.84702)
C (1.07742, -0.29925, 0.58273)
H (5.29979, 2.12295, -0.41965)
H (4.05630, 1.16048, -1.31467)
H (4.88278, 0.38513, 0.07265)
H (2.67429, 4.37437, -0.29191)
H (1.07085, 3.55431, -0.08637)
H (2.19203, 3.02238, -1.35795)
H (4.03151, 2.05419, 2.94182)
H (2.90898, 3.36645, 2.63898)
H (4.56143, 3.40570, 1.84786)
N (4.23957, -2.89771, -6.83644)
C (3.70225, -2.62686, -5.85970)
C (2.98966, -2.47713, -4.53832)
C (1.87819, -3.28616, -4.31643)
C (1.18727, -3.11707, -3.14205)
N (1.55447, -2.23772, -2.18119)
C (2.64860, -1.52391, -2.33460)
C (3.42324, -1.55755, -3.51248)
H (1.45184, -3.89962, -5.11061)
H (0.24283, -3.63321, -2.97924)
H (2.90655, -0.88784, -1.49945)
H (4.32051, -0.95919, -3.61728)

Atomic forces in eV per Å
0.0 -0.3 -0.3
-0.4 1.7 0.8
0.5 -0.6 0.2
-0.1 -0.2 0.9
-0.3 0.9 0.3
-1.9 -0.9 -0.1
1.7 0.8 0.1
-0.5 -0.1 -0.5
-2.0 -1.3 -1.5
-0.8 -1.4 -0.1
0.0 0.6 -0.5
-0.6 1.3 0.5
1.0 -0.7 0.0
0.4 -0.4 0.9
-0.1 -0.1 0.3
-0.2 -1.1 -0.5
0.7 0.1 -1.7
-0.7 -0.1 0.4
0.3 0.1 -0.2
-0.5 -0.7 0.0
0.9 -1.6 0.1
-0.1 0.7 0.3
-0.8 -1.3 0.9
-1.1 0.2 1.2
0.3 -0.7 -0.2
0.2 -0.3 -0.5
0.5 0.3 -0.2
1.0 0.9 -0.7
-0.4 0.1 -1.6
1.7 -0.2 -1.2
-2.5 0.2 2.3
0.4 0.4 1.3
0.6 -1.4 -2.2
1.1 -0.7 -0.1
0.6 0.3 -0.6
-1.0 -0.4 -0.6
0.7 -0.3 0.4
-0.4 0.1 0.0
1.8 0.9 0.5
0.2 0.4 0.2
0.5 0.0 0.5
0.7 -0.3 0.0
0.2 0.2 -0.1
-0.5 0.5 0.7
0.7 0.0 0.9
0.1 0.4 -0.3
-0.9 0.1 -0.7
-0.2 1.0 -0.3
0.3 -0.1 -0.4
-0.7 0.7 0.6
0.2 0.4 0.0
-0.3 -0.4 -0.1
0.2 -0.3 -0.5
-0.6 0.0 0.2
0.7 0.1 -1.0
-0.5 0.3 -0.2
0.1 0.2 0.7
-0.4 1.4 1.7
-0.3 -0.4 0.4
-2.0 0.8 -2.3
-0.1 -2.2 0.0
-0.4 0.3 -1.5
0.2 -0.2 2.2
0.0 0.2 -0.3
-0.7 -0.5 0.4
1.3 0.6 -0.5
0.4 -0.3 0.0
0.4 0.3 -0.3
-0.5 1.8 0.9
0.5 -0.2 1.4
0.6 -1.0 -0.1
0.5 0.8 -0.2
-0.1 0.4 -0.1
0.6 0.0 1.4
-1.4 -1.9 0.2
-0.5 -0.6 -0.2
0.2 0.6 -0.5
0.1 0.1 0.0
-0.6 -0.8 0.0
0.5 -0.2 -0.4
-0.2 0.7 -0.2
0.5 0.9 0.0
1.2 -0.1 -0.2
-0.2 0.5 -0.5
0.1 0.2 -0.4
0.3 0.4 0.1
-0.4 0.0 0.4
0.0 0.2 -0.2
-0.8 0.0 2.1
1.4 1.1 -0.1
-0.2 0.5 -0.6
-0.3 0.9 0.9
-0.7 -1.0 -0.5
0.8 0.2 -1.0
-1.0 -1.6 -0.8
0.4 0.0 0.3
0.2 0.0 0.1
0.1 0.1 0.0
-0.2 0.0 -0.1

Summary:
LUMO level = -0.0023 hartree
Energy = -86240.3865 eV
ΔE to the lowest compared entry with this formula, charge and spin = 0.0 kJ/mol
Net charge = 0

Atomic partial charges in e from the Löwdin method, atoms 1 to 5: atom 1 (Sn): 1.150, atom 2 (C): -0.072, atom 3 (C): -0.273, atom 4 (C): 0.039, atom 5 (C): -0.097


ORCA calculation (ωB97M-V/def2-TZVPD) on a structure of composition C43H47BBr2N13O4PRbS2.

Element x y z (Å)
Rb (0.00138, 0.63431, 0.43815)
C (4.40973, -2.13287, -0.15714)
C (3.22900, -1.76537, 0.51130)
N (2.88421, -0.52025, 0.23020)
N (3.83099, -0.05814, -0.61505)
C (4.75340, -1.00246, -0.86911)
B (3.65471, 1.32552, -1.25698)
N (2.59778, 1.26026, -2.37942)
C (2.03825, 2.28837, -3.05385)
C (1.37825, 1.78120, -4.14869)
C (1.61828, 0.39898, -4.06718)
N (2.35039, 0.08677, -3.00831)
N (3.25652, 2.32409, -0.16373)
C (3.93757, 2.56482, 0.97349)
C (3.21697, 3.46619, 1.72386)
C (2.07245, 3.71724, 0.94861)
N (2.09850, 3.03081, -0.18460)
N (5.00359, 1.70086, -1.93379)
C (5.30445, 1.59746, -3.24472)
C (6.64637, 1.87454, -3.39498)
C (7.08405, 2.13340, -2.08438)
N (6.09434, 2.02134, -1.21153)
H (4.93846, -3.07050, -0.11592)
H (2.61773, -2.34751, 1.18281)
H (5.58279, -0.79765, -1.52681)
H (2.13844, 3.29612, -2.69538)
H (0.78892, 2.32347, -4.86881)
H (1.28744, -0.38288, -4.73449)
H (4.87745, 2.07335, 1.15865)
H (3.45982, 3.85263, 2.69957)
H (1.20989, 4.32350, 1.18272)
H (4.54717, 1.33626, -3.96647)
H (7.21436, 1.89565, -4.30969)
H (8.07170, 2.39958, -1.73845)
Br (4.10760, -0.21147, 3.70258)
C (2.72983, 1.03150, 4.16417)
C (2.97081, 1.89924, 5.21725)
C (1.96889, 2.81015, 5.51780)
C (0.81016, 2.81221, 4.76305)
C (0.67695, 1.87764, 3.74123)
N (1.63274, 0.98768, 3.44949)
C (-0.60042, 1.85030, 2.90155)
O (-0.87540, 2.92137, 2.32670)
O (-1.18550, 0.75224, 2.83685)
H (3.90202, 1.85998, 5.76254)
H (2.10479, 3.51693, 6.32839)
H (0.01624, 3.52795, 4.92380)
C (-6.01108, -0.40731, -0.27495)
C (-5.01152, -0.97907, 0.68911)
C (-5.36282, -1.76085, 1.78304)
C (-4.38361, -2.24051, 2.63783)
C (-3.06617, -1.91078, 2.35283)
Br (-1.69879, -2.53668, 3.52041)
N (-2.70024, -1.18695, 1.32559)
C (-3.65550, -0.73434, 0.51709)
H (-7.03029, -0.64865, 0.02938)
H (-5.85274, -0.80127, -1.28046)
H (-5.91853, 0.67868, -0.33869)
H (-6.40577, -1.98807, 1.97512)
H (-4.62475, -2.83825, 3.50477)
H (-3.32571, -0.10921, -0.30908)
C (-0.76776, -4.25689, 0.70629)
N (-0.24840, -4.70775, -0.57386)
C (-1.18433, -5.55625, -1.29638)
C (0.46913, -3.74818, -1.28626)
N (0.57488, -2.56202, -0.83000)
N (1.02562, -4.22472, -2.48277)
C (1.63157, -3.23386, -3.34641)
C (1.77081, -5.46910, -2.43751)
H (-1.20110, -5.11541, 1.22356)
H (-1.53190, -3.48163, 0.58643)
H (0.02944, -3.83644, 1.31314)
H (-2.19762, -5.14023, -1.26316)
H (-1.20360, -6.55638, -0.85366)
H (-0.89428, -5.63790, -2.34046)
H (1.22930, -1.99346, -1.36441)
H (2.58399, -2.85010, -2.95914)
H (0.96078, -2.38632, -3.46754)
H (1.80430, -3.68521, -4.32580)
H (1.41510, -6.09129, -1.62088)
H (2.84239, -5.28163, -2.28224)
H (1.65485, -6.01844, -3.37650)
S (-5.10763, 5.05669, -4.40819)
P (-4.06769, 3.94191, -3.13607)
S (-3.50040, 2.09482, -3.61806)
C (-2.59992, 4.88610, -2.56017)
C (-2.70833, 6.25831, -2.33845)
C (-1.63575, 6.97323, -1.83032)
C (-0.44302, 6.32421, -1.52704)
C (-0.32755, 4.96016, -1.74173)
C (-1.40237, 4.24866, -2.26249)
C (-5.00311, 3.77143, -1.55908)
C (-6.38492, 3.90946, -1.53029)
C (-7.09002, 3.67297, -0.35689)
C (-6.41834, 3.30444, 0.80106)
C (-5.03441, 3.17293, 0.78178)
C (-4.33420, 3.40306, -0.39264)
H (-3.63738, 6.75737, -2.58768)
H (-1.73058, 8.04009, -1.66224)
H (0.39109, 6.87898, -1.11310)
H (0.58481, 4.43633, -1.48764)
H (-1.32856, 3.18184, -2.43516)
H (-6.89358, 4.21024, -2.43869)
H (-8.16902, 3.78062, -0.34650)
H (-6.96861, 3.12290, 1.71723)
H (-4.49437, 2.88658, 1.67622)
H (-3.25662, 3.28487, -0.40026)
C (-1.88626, -0.84407, -3.78887)
O (-1.72949, -1.22062, -2.38284)
C (-2.41208, -2.27164, -2.02410)
O (-3.12280, -2.98784, -2.65356)
H (-1.19630, -0.02378, -3.94209)
H (-2.90560, -0.51096, -3.95785)
H (-1.64711, -1.70715, -4.40892)

Atomic forces in eV per Å
0.3 -0.4 -0.7
0.0 0.0 0.0
0.0 0.0 0.1
0.0 0.0 -0.1
-0.1 0.0 0.0
0.0 0.0 0.0
0.0 -0.1 0.0
0.0 -0.1 0.0
0.0 0.0 0.0
0.0 0.0 0.0
0.0 -0.1 0.0
0.0 0.0 0.0
0.0 0.1 0.0
0.1 0.0 0.0
0.0 0.0 0.0
-0.1 0.0 0.0
0.0 -0.1 0.0
0.0 0.0 0.0
0.0 0.0 0.0
0.0 0.0 0.0
0.0 0.0 0.0
0.0 0.0 0.0
0.0 0.0 0.0
0.0 0.0 0.0
0.0 0.0 0.0
0.0 0.0 0.0
0.0 0.0 0.0
0.0 0.0 0.0
0.0 0.0 0.0
0.0 0.0 0.0
0.0 0.0 0.0
0.0 0.0 0.0
0.0 0.0 0.0
0.0 0.0 0.0
0.0 0.0 0.0
0.0 0.0 0.0
0.0 0.0 0.0
0.0 0.0 0.0
0.2 0.0 0.0
-0.2 0.1 0.1
-0.1 0.0 0.1
-0.1 0.1 0.4
0.0 0.0 0.0
-0.1 0.1 0.3
0.0 0.0 0.0
0.0 0.0 0.0
0.0 0.0 0.0
0.0 0.0 0.0
0.0 0.0 0.0
0.0 0.0 0.0
0.0 0.0 0.0
-0.1 0.0 0.0
0.0 0.0 0.0
0.1 -0.1 -0.2
0.1 0.2 0.0
0.0 0.0 0.0
0.0 0.0 0.0
0.0 0.0 0.0
0.0 0.0 0.0
0.0 0.0 0.0
0.0 0.0 0.0
0.0 0.0 0.0
0.0 0.0 0.0
0.0 0.0 0.0
0.1 0.1 0.1
-0.1 0.0 -0.1
-0.1 0.0 0.0
0.0 0.0 0.0
0.0 0.0 0.0
0.0 0.0 0.0
0.0 0.0 0.0
0.0 0.0 0.0
0.0 0.0 0.0
0.0 0.0 0.0
0.0 0.0 0.0
0.0 -0.1 0.1
0.0 0.0 0.0
0.0 0.0 0.0
0.0 0.0 0.0
0.0 0.0 0.0
0.0 0.0 0.0
0.0 0.0 0.0
0.0 -0.1 0.0
0.0 0.0 0.0
0.0 0.0 -0.1
0.0 0.1 0.1
0.0 0.0 -0.1
0.0 0.0 0.0
-0.1 0.0 0.0
0.0 0.0 0.0
0.0 0.0 0.0
0.0 -0.1 0.0
0.0 0.0 0.0
0.0 0.0 0.0
0.0 0.0 0.0
0.0 0.0 0.0
0.0 0.0 0.0
0.0 0.0 0.0
0.0 0.0 0.0
0.0 0.0 0.0
0.0 0.0 0.0
0.0 0.0 0.0
0.0 0.0 0.0
0.0 0.0 0.0
0.0 0.0 0.0
0.0 0.0 0.0
0.0 0.0 0.0
0.0 0.0 0.1
-0.1 0.0 -0.1
0.1 0.1 0.1
0.0 -0.1 -0.1
0.0 0.0 0.0
0.0 0.0 0.0
0.0 0.0 0.0

Summary:
LUMO level (spin up / spin down) = 0.1315 / 0.1303 hartree
Energy = -245298.1565 eV
ΔE to the lowest compared entry with this formula, charge and spin = 25.8 kJ/mol
Net charge = -2
Spin multiplicity = 2

Atomic partial charges in e from the Löwdin method, atoms 1 to 5: atom 1 (Rb): 0.690, atom 2 (C): -0.079, atom 3 (C): -0.224, atom 4 (N): 0.040, atom 5 (N): -0.010